No. 1
Here is a structure of composition C13H42B2LiN2O at a distorted geometry from OMol25. Energies are from ωB97M-V/def2-TZVPD.

Computed properties:
* frontier orbital gap: 8.39 eV
* HOMO energy: -0.2123 hartree
* LUMO energy: 2.6128 eV
* total charge: -1

The geometry in XYZ format:
```
61
Properties=species:S:1:pos:R:3:lowdin_charge:R:1
Li 0.167 0.489 -0.958 0.48
B 0.278 -1.501 -1.032 -0.46
H -0.562 -1.169 -0.442 -0.04
H 0.214 -0.936 -1.949 -0.07
H 1.225 -1.319 -0.548 -0.04
H 0.227 -2.527 -1.363 -0.03
B 1.715 1.611 -0.306 -0.43
H 2.062 1.127 -1.206 -0.05
H 0.954 2.343 -0.527 -0.08
H 1.267 0.962 0.430 -0.09
H 2.579 2.061 0.159 -0.06
C 3.017 -1.641 3.387 -0.09
C 1.660 -1.353 2.793 -0.26
N 0.854 -0.522 3.735 -0.14
C -0.365 -0.152 2.972 -0.26
C -0.975 1.135 3.593 -0.08
C 0.445 -1.282 4.981 -0.22
C -0.293 -2.604 4.687 -0.10
H 2.919 -2.299 4.250 0.05
H 3.530 -0.734 3.707 0.08
H 3.576 -2.158 2.607 0.07
H 1.841 -0.837 1.850 0.10
H 1.091 -2.222 2.463 0.11
H -0.147 -0.018 1.912 0.08
H -1.186 -0.865 2.901 0.10
H -0.217 1.887 3.812 0.07
H -1.659 1.493 2.824 0.05
H -1.544 0.962 4.506 0.05
H -0.088 -0.573 5.615 0.10
H 1.300 -1.557 5.600 0.09
H -1.173 -2.436 4.067 0.06
H -0.568 -3.061 5.638 0.06
H 0.275 -3.424 4.249 0.07
C -2.770 1.941 -0.188 -0.08
C -1.999 2.483 -1.352 -0.26
N -1.301 1.451 -2.151 -0.21
C -0.449 2.139 -3.103 -0.27
C 0.538 1.256 -3.911 -0.06
C -2.293 0.546 -2.787 -0.23
C -3.280 1.170 -3.801 -0.08
H -3.694 1.451 -0.494 0.07
H -2.940 2.616 0.652 0.07
H -2.148 1.220 0.342 0.07
H -2.673 3.066 -1.978 0.10
H -1.210 3.136 -0.980 0.11
H -1.062 2.809 -3.705 0.10
H 0.202 2.849 -2.593 0.10
H 0.043 0.590 -4.618 0.07
H 1.243 1.892 -4.446 0.07
H 1.274 0.696 -3.333 0.06
H -2.847 -0.072 -2.081 0.11
H -1.749 -0.260 -3.280 0.11
H -3.970 1.891 -3.362 0.06
H -3.873 0.329 -4.161 0.07
H -2.843 1.684 -4.657 0.06
C 2.718 -2.436 -3.380 -0.18
O 2.841 -1.788 -2.126 -0.14
H 3.659 -2.556 -3.916 0.07
H 2.147 -3.357 -3.260 0.07
H 2.032 -1.907 -4.042 0.06
H 1.985 -1.720 -1.697 -0.05
```

=====

No. 2
Here is a cluster of 4 separate species, C18H46NO4PS in total from OMol25. Energies are from ωB97M-V/def2-TZVPD.

Computed properties:
* frontier orbital gap: 10.58 eV
* HOMO energy: -0.3695 hartree
* LUMO energy: 0.5294 eV

The geometry in XYZ format:
```
71
Properties=species:S:1:pos:R:3:lowdin_charge:R:1
N -2.709 -1.760 -0.880 -0.25
P -2.677 -3.013 0.033 0.64
O -1.320 -3.384 0.849 -0.56
S 0.173 -3.756 0.172 0.95
O -0.053 -4.861 -0.730 -0.39
O 0.349 -2.382 -0.689 -0.39
O -0.104 -2.589 -2.039 -0.07
H -3.329 -1.034 -0.552 -0.01
H -2.902 -4.220 -0.623 0.02
H -3.549 -2.995 1.122 0.03
H -0.879 -1.983 -2.005 0.07
C -8.572 -7.466 -1.455 -0.11
C -8.457 -6.091 -2.105 -0.27
C -7.102 -5.839 -2.766 -0.23
C -5.907 -5.880 -1.812 -0.23
C -5.987 -4.896 -0.646 -0.28
C -6.044 -3.436 -1.088 -0.13
H -7.847 -7.596 -0.650 0.06
H -9.564 -7.617 -1.028 0.07
H -8.401 -8.257 -2.188 0.08
H -8.660 -5.317 -1.360 0.10
H -9.235 -5.988 -2.865 0.10
H -7.130 -4.873 -3.277 0.10
H -6.945 -6.586 -3.549 0.11
H -4.998 -5.675 -2.387 0.11
H -5.788 -6.891 -1.416 0.10
H -5.113 -5.055 -0.006 0.08
H -6.854 -5.122 -0.020 0.10
H -5.180 -3.166 -1.699 0.06
H -6.067 -2.765 -0.225 0.07
H -6.942 -3.236 -1.674 0.07
C 3.875 2.578 0.245 -0.12
C 4.652 1.402 -0.338 -0.27
C 4.613 1.341 -1.864 -0.23
C 3.215 1.172 -2.462 -0.23
C 2.458 -0.064 -1.977 -0.27
C 3.143 -1.377 -2.331 -0.10
H 2.814 2.522 0.001 0.07
H 3.960 2.601 1.333 0.06
H 4.260 3.526 -0.139 0.07
H 4.270 0.468 0.083 0.10
H 5.696 1.471 -0.021 0.10
H 5.257 0.525 -2.203 0.10
H 5.056 2.258 -2.266 0.11
H 3.307 1.128 -3.551 0.11
H 2.616 2.062 -2.248 0.10
H 1.461 -0.056 -2.426 0.10
H 2.302 -0.006 -0.897 0.10
H 3.274 -1.464 -3.412 0.08
H 2.546 -2.225 -2.001 0.05
H 4.128 -1.466 -1.868 0.07
C 6.246 5.218 2.548 -0.11
C 5.635 5.802 3.818 -0.27
C 4.166 5.424 4.009 -0.23
C 3.230 5.906 2.899 -0.23
C 3.239 7.416 2.665 -0.27
C 2.789 8.224 3.879 -0.11
H 5.742 5.590 1.655 0.06
H 7.302 5.475 2.461 0.07
H 6.164 4.128 2.549 0.07
H 5.746 6.890 3.811 0.10
H 6.198 5.447 4.685 0.10
H 3.823 5.808 4.973 0.10
H 4.088 4.334 4.076 0.11
H 2.211 5.591 3.143 0.11
H 3.483 5.400 1.963 0.09
H 2.580 7.639 1.823 0.10
H 4.238 7.741 2.361 0.10
H 1.781 7.935 4.184 0.07
H 2.777 9.292 3.659 0.07
H 3.451 8.073 4.732 0.06
```

=====

No. 3
Here is a cluster of 2 separate species, C7H23N2OSi2 in total at a distorted geometry from OMol25. Energies are from ωB97M-V/def2-TZVPD.

Computed properties:
* frontier orbital gap: 9.41 eV
* HOMO energy: -0.4796 hartree
* relative energy (zero: lowest compared OMol25 entry of this formula, charge and spin): 0.7 kJ/mol
* LUMO energy: -3.6396 eV
* total charge: +1

The geometry in XYZ format:
```
35
Properties=species:S:1:pos:R:3:lowdin_charge:R:1
C 3.683 0.905 2.996 -0.17
C -0.868 -2.115 -3.198 -0.15
C -3.856 0.992 -1.481 -0.14
C -1.636 1.968 0.666 -0.15
C -3.214 -0.411 1.562 -0.13
C 4.291 0.237 1.783 -0.19
C 1.223 -0.683 -0.989 -0.37
N 2.373 -1.290 -1.237 0.16
N 1.185 0.525 -0.453 0.20
O -1.573 -0.531 -0.890 -0.34
Si -0.443 -1.550 -1.410 0.57
Si -2.651 0.519 -0.118 0.56
H 2.623 1.125 2.923 0.05
H 4.053 1.905 3.022 0.06
H 3.936 0.337 3.893 0.08
H -1.681 -1.414 -3.520 0.05
H -0.068 -1.838 -3.788 -0.02
H -1.256 -3.088 -3.541 0.06
H -3.423 1.341 -2.333 -0.01
H -4.415 0.206 -1.895 0.02
H -4.553 1.801 -1.132 0.07
H -2.338 2.704 0.934 0.03
H -0.964 1.693 1.393 0.00
H -0.834 2.294 0.007 0.02
H -4.215 -0.768 1.518 0.01
H -2.545 -1.195 1.786 0.01
H -3.465 0.314 2.333 0.03
H 3.685 -0.834 1.713 0.12
H 5.305 0.066 1.934 0.04
H 3.312 -0.807 -0.890 0.19
H 2.226 -2.087 -1.844 0.12
H 4.163 0.766 0.821 0.04
H 2.103 0.869 0.024 0.17
H 0.390 0.843 -0.070 0.00
H -0.551 -2.801 -0.521 0.03
```

=====

No. 4
Here is an isolated molecule of C7H9NO2S2 at a distorted geometry from OMol25. Energies are from ωB97M-V/def2-TZVPD.

Computed properties:
* frontier orbital gap (alpha / beta): 7.06 / 6.41 eV
* HOMO energy (alpha / beta): -0.2608 / -0.2483 hartree
* relative energy (zero: lowest compared OMol25 entry of this formula, charge and spin): 450.8 kJ/mol
* LUMO energy (alpha / beta): -0.0377 / -0.3484 eV

The geometry in XYZ format:
```
21
Properties=species:S:1:pos:R:3:lowdin_charge:R:1
C 0.137 -1.144 -1.026 -0.16
C 1.077 -0.250 -0.864 -0.14
C -1.011 1.252 -0.200 -0.48
C -2.213 0.378 -0.540 -0.44
C -0.598 -1.827 0.085 -0.49
C -0.442 1.142 1.252 -0.05
C 1.138 0.952 1.230 -0.13
N 1.729 0.236 0.340 -0.37
O -0.492 1.867 -1.086 0.09
O 3.888 -0.760 -0.737 -0.63
S 3.408 0.181 0.291 0.85
S -2.314 -1.249 0.222 0.86
H -0.367 -1.277 -2.017 0.15
H 1.672 0.181 -1.664 0.13
H -3.120 0.852 -0.017 0.11
H -2.345 0.329 -1.694 0.12
H -0.543 -2.970 -0.192 0.12
H 0.062 -1.814 1.050 0.12
H -0.537 2.156 1.848 0.16
H -0.961 0.382 1.783 0.06
H 1.834 1.383 1.938 0.11
```

=====

No. 5
Here is a structure of composition C20H16N5OReS4 from OMol25. Energies are from ωB97M-V/def2-TZVPD.

Computed properties:
* frontier orbital gap (alpha / beta): 6.44 / 6.10 eV
* HOMO energy (alpha / beta): -0.4039 / -0.4168 hartree
* relative energy (zero: lowest compared OMol25 entry of this formula, charge and spin): 0.0 kJ/mol
* 2S+1: 4
* LUMO energy (alpha / beta): -4.5525 / -5.2435 eV
* total charge: +1

The geometry in XYZ format:
```
47
Properties=species:S:1:pos:R:3:lowdin_charge:R:1
Re 0.705 0.191 0.976 0.95
C -2.117 4.319 2.892 -0.42
S -2.718 2.672 3.300 0.93
C -1.587 1.618 2.522 -1.02
S -0.287 2.279 1.557 0.62
N -1.838 0.352 2.721 -0.06
N -0.956 -0.471 2.082 -0.21
C -1.101 -1.747 2.206 -0.02
C -0.143 -2.603 1.512 -0.24
C -0.192 -3.984 1.580 0.02
C 0.766 -4.721 0.895 -0.01
C 1.734 -4.055 0.166 -0.01
C 1.727 -2.668 0.142 -0.08
N 0.812 -1.956 0.796 -0.07
H -2.810 4.993 3.392 0.04
H -2.151 4.505 1.822 0.03
H -1.117 4.484 3.284 0.04
H -1.905 -2.151 2.810 0.15
H -0.961 -4.467 2.164 0.13
H 0.754 -5.801 0.937 0.13
H 2.498 -4.590 -0.377 0.12
H 2.475 -2.100 -0.396 0.10
S 2.883 0.715 0.217 0.61
C 3.414 0.360 1.854 -1.03
S 2.056 0.058 2.908 0.63
C 4.718 0.329 2.233 -0.35
C 5.067 0.012 3.580 -0.22
N 5.345 -0.258 4.661 0.19
C 5.752 0.586 1.285 -0.22
N 6.569 0.768 0.499 0.19
C 0.222 2.308 -1.931 -0.01
C -0.479 0.996 -1.849 -0.32
O -0.245 0.199 -0.913 -0.17
C -1.456 0.608 -2.859 -0.16
C -1.769 1.470 -3.915 0.00
C -2.705 1.094 -4.861 -0.05
C -3.329 -0.142 -4.760 -0.04
C -3.025 -1.006 -3.714 -0.05
C -2.095 -0.635 -2.765 0.00
H 0.977 2.402 -1.159 0.03
H -0.509 3.112 -1.814 0.11
H 0.682 2.427 -2.912 0.11
H -1.287 2.433 -4.001 0.12
H -2.947 1.761 -5.675 0.12
H -4.057 -0.435 -5.504 0.12
H -3.519 -1.965 -3.644 0.11
H -1.852 -1.297 -1.945 0.12
```

=====

No. 6
Here is a cluster of 9 separate species, C12H42N12O12 in total at a distorted geometry from OMol25. Energies are from ωB97M-V/def2-TZVPD.

Computed properties:
* SMILES: NC(N)=O.NC(N)=O.NC(N)=O.NC(N)=O.NC(N)=O.NC(N)=O.OCCO.OCCO.OCCO
* frontier orbital gap: 9.83 eV
* HOMO energy: -0.3477 hartree
* relative energy (zero: lowest compared OMol25 entry of this formula, charge and spin): 35.8 kJ/mol
* LUMO energy: 0.3733 eV

The geometry in XYZ format:
```
78
Properties=species:S:1:pos:R:3:lowdin_charge:R:1
C 2.314 1.948 2.048 -0.24
C 1.747 2.902 1.034 -0.20
O 2.812 3.591 0.312 -0.14
O 3.174 1.037 1.357 -0.09
H 1.504 1.487 2.588 0.08
H 2.793 2.459 2.933 0.14
H 1.054 3.644 1.495 0.14
H 1.216 2.349 0.247 0.09
H 3.429 4.162 0.859 0.14
H 3.684 0.415 1.919 0.06
C -3.266 -3.961 -1.459 -0.20
C -4.039 -3.360 -0.227 -0.19
O -4.081 -1.899 -0.256 -0.08
O -1.960 -3.438 -1.721 -0.11
H -3.788 -3.903 -2.390 0.11
H -3.069 -5.054 -1.189 0.13
H -3.662 -3.715 0.715 0.10
H -5.048 -3.716 -0.333 0.10
H -3.167 -1.665 -0.134 0.01
H -1.323 -3.982 -1.213 0.09
C -0.887 0.196 -6.582 -0.25
C -1.431 0.876 -5.330 -0.23
O -0.450 0.855 -4.346 -0.11
O -0.917 -1.191 -6.425 -0.07
H 0.111 0.520 -6.877 0.12
H -1.504 0.317 -7.473 0.12
H -2.313 0.329 -4.993 0.13
H -1.662 1.898 -5.535 0.11
H 0.359 1.324 -4.570 0.05
H -0.205 -1.623 -5.933 0.10
C 1.673 -2.261 -0.508 -0.65
O 1.119 -3.137 -1.086 0.06
N 1.126 -1.642 0.579 0.18
N 2.978 -1.867 -0.983 0.14
H 1.508 -0.694 0.710 0.10
H 0.125 -1.699 0.612 0.06
H 3.404 -2.616 -1.455 0.07
H 3.650 -1.386 -0.368 0.10
C -3.224 1.999 2.628 -0.70
O -2.115 2.433 2.476 0.01
N -3.868 2.200 3.809 0.16
N -3.899 1.315 1.641 0.18
H -4.884 2.135 3.798 0.11
H -3.473 2.830 4.478 0.10
H -3.294 1.187 0.842 0.08
H -4.341 0.491 1.994 0.10
C -0.547 -0.245 4.192 -0.69
O -0.246 -1.203 4.852 0.02
N -0.476 1.039 4.572 0.19
N -1.002 -0.409 2.890 0.17
H -0.307 1.271 5.504 0.09
H -0.925 1.710 3.968 0.06
H -0.954 0.265 2.187 0.03
H -0.700 -1.307 2.578 0.07
C 2.510 2.059 -2.641 -0.62
O 1.983 1.682 -3.724 -0.06
N 2.265 3.384 -2.318 0.14
N 3.060 1.225 -1.750 0.19
H 2.429 3.822 -1.406 0.06
H 1.742 3.931 -3.027 0.12
H 3.260 1.681 -0.858 0.07
H 2.975 0.230 -1.897 0.08
C 3.380 -1.479 3.522 -0.67
O 4.408 -1.255 2.802 -0.07
N 2.481 -2.447 3.294 0.17
N 3.206 -0.694 4.635 0.12
H 1.528 -2.349 3.680 0.09
H 2.493 -2.941 2.402 0.10
H 4.146 -0.087 4.889 0.20
H 2.476 -0.871 5.329 0.09
C -1.079 -0.148 -0.958 -0.65
O -1.432 -0.504 0.173 -0.05
N -0.835 -0.833 -2.009 0.24
N -0.854 1.218 -1.153 0.19
H -0.634 -0.370 -2.873 0.08
H -0.855 -1.842 -2.000 0.09
H -0.606 1.419 -2.070 0.04
H -0.802 1.954 -0.474 0.09
```

=====

No. 7
Here is a structure of composition C5H8O3S at a distorted geometry from OMol25. Energies are from ωB97M-V/def2-TZVPD.

Computed properties:
* frontier orbital gap: 9.27 eV
* HOMO energy: -0.3182 hartree
* relative energy (zero: lowest compared OMol25 entry of this formula, charge and spin): 430.2 kJ/mol
* LUMO energy: 0.6085 eV

The geometry in XYZ format:
```
17
Properties=species:S:1:pos:R:3:lowdin_charge:R:1
C -0.469 1.840 -0.989 -0.39
C 1.809 0.522 -0.350 -0.23
C 1.740 -1.048 -0.145 -0.16
C 0.392 0.751 -0.910 -0.33
C -2.002 -0.559 1.375 -0.09
O -1.667 1.816 -0.922 0.01
O -0.740 -1.856 -1.148 -0.30
O -0.658 -0.994 1.126 -0.30
S -0.056 -0.836 -0.391 0.92
H 0.294 2.797 -1.251 0.17
H 1.798 1.068 0.603 0.11
H 2.629 0.838 -0.950 0.09
H 2.213 -1.511 -1.100 0.14
H 1.925 -1.518 0.847 0.11
H -2.025 0.428 1.738 0.07
H -2.538 -1.181 2.033 0.07
H -2.648 -0.557 0.434 0.12
```

=====

No. 8
Here is a structure of composition C4H5LiO2Sr at a distorted geometry from OMol25. Energies are from ωB97M-V/def2-TZVPD.

Computed properties:
* frontier orbital gap (alpha / beta): 8.75 / 5.86 eV
* HOMO energy (alpha / beta): -0.6307 / -0.5008 hartree
* relative energy (zero: lowest compared OMol25 entry of this formula, charge and spin): 333.1 kJ/mol
* LUMO energy (alpha / beta): -8.4157 / -7.7628 eV
* total charge: +2

The geometry in XYZ format:
```
13
Properties=species:S:1:pos:R:3:lowdin_charge:R:1
H -2.519 -0.157 1.865 0.15
C -0.554 0.468 -0.004 -0.37
C -0.498 -0.981 -0.323 -0.06
C 0.980 -1.348 -0.219 -0.14
C 1.756 -0.127 0.104 0.04
O 0.873 0.850 0.317 -0.29
O -1.305 1.349 -0.277 0.03
Li -1.308 3.331 -0.274 0.64
Sr 2.026 3.124 0.332 1.39
H -0.939 -1.151 -1.314 0.17
H -1.134 -1.506 0.404 0.13
H 1.410 -1.744 -1.156 0.15
H 1.212 -2.107 0.545 0.16
```

=====

No. 9
Here is a structure of composition C13H21BN2O3S at a distorted geometry from OMol25. Energies are from ωB97M-V/def2-TZVPD.

Computed properties:
* frontier orbital gap: 7.70 eV
* HOMO energy: -0.3243 hartree
* LUMO energy: -1.1205 eV

The geometry in XYZ format:
```
41
Properties=species:S:1:pos:R:3:lowdin_charge:R:1
O 1.067 -2.868 3.139 0.10
B 0.603 -2.475 1.842 -0.55
O 1.281 -1.422 1.159 0.10
C -0.689 -3.162 1.164 -0.04
C -1.970 -2.315 1.493 -0.11
C -2.143 -1.546 2.777 -0.01
C -3.341 -0.746 3.048 -0.01
C -4.434 -0.691 2.035 -0.33
N -5.640 -0.010 2.070 -0.24
S -6.387 -0.437 0.643 0.96
N -5.295 -1.448 -0.140 -0.22
C -4.248 -1.493 0.769 -0.27
C -3.025 -2.307 0.467 -0.19
O -2.927 -3.029 -0.712 0.02
H 0.809 -2.111 3.707 0.10
H 0.627 -0.688 1.158 0.10
H -0.550 -3.100 0.043 0.12
H -0.812 -4.254 1.400 0.12
H -1.383 -1.548 3.598 0.10
H -3.413 -0.199 4.021 0.11
H -3.362 -3.897 -0.637 0.13
C 3.556 -0.084 -1.518 -0.11
C 3.755 1.425 -1.581 -0.27
C 2.827 2.194 -0.640 -0.23
C 1.331 2.044 -0.933 -0.23
C 0.899 2.455 -2.341 -0.27
C 1.148 3.928 -2.642 -0.11
H 2.549 -0.371 -1.830 0.07
H 4.263 -0.586 -2.181 0.07
H 3.720 -0.455 -0.504 0.07
H 3.629 1.771 -2.611 0.10
H 4.790 1.652 -1.306 0.10
H 3.098 3.255 -0.667 0.10
H 3.011 1.864 0.388 0.11
H 0.776 2.642 -0.202 0.11
H 1.030 1.005 -0.763 0.09
H -0.172 2.255 -2.446 0.10
H 1.401 1.837 -3.091 0.10
H 0.617 4.565 -1.930 0.07
H 0.792 4.174 -3.645 0.07
H 2.211 4.175 -2.599 0.07
```

=====

No. 10
Here is the ion C4H6N3 with charge +1 at a distorted geometry from OMol25. Energies are from ωB97M-V/def2-TZVPD.

Computed properties:
* frontier orbital gap (alpha / beta): 6.01 / 8.57 eV
* HOMO energy (alpha / beta): -0.3613 / -0.5784 hartree
* relative energy (zero: lowest compared OMol25 entry of this formula, charge and spin): 381.3 kJ/mol
* 2S+1: 3
* LUMO energy (alpha / beta): -3.8209 / -7.1699 eV
* total charge: +1

The geometry in XYZ format:
```
13
Properties=species:S:1:pos:R:3:lowdin_charge:R:1
C -2.105 0.250 -0.185 0.04
C 2.041 0.170 -0.027 0.03
C -3.373 -0.388 0.038 -0.01
C 3.352 -0.391 -0.015 -0.03
N -1.049 0.736 0.032 0.09
N -0.023 1.455 0.062 0.13
N 1.104 0.885 -0.082 0.10
H -3.701 -0.212 1.007 0.07
H -3.234 -1.381 -0.343 0.10
H -4.251 0.187 -0.410 0.14
H 3.320 -1.103 0.784 0.09
H 4.131 0.312 0.199 0.10
H 3.788 -0.522 -1.060 0.14
```